{
  "formula": "C31H40N4SbSr",
  "method": "wB97M-V/def2-TZVPD",
  "elements": ["Sr", "N", "C", "C", "N", "C", "C", "N", "H", "H", "H", "H", "H", "H", "H", "H", "H", "H", "H", "H", "H", "C", "N", "C", "C", "C", "C", "C", "C", "C", "C", "H", "H", "H", "H", "H", "H", "H", "H", "H", "H", "H", "H", "C", "C", "C", "C", "C", "C", "Sb", "C", "C", "C", "C", "C", "C", "C", "C", "C", "C", "C", "C", "H", "H", "H", "H", "H", "H", "H", "H", "H", "H", "H", "H", "H", "H", "H"],
  "xyz": [[-1.27975, 0.09633, 0.70948], [0.08064, -0.13145, 2.71283], [0.37164, 1.18483, 2.06935], [-0.79335, 2.26023, 2.31438], [-2.20401, 1.80342, 1.97618], [-2.56780, 2.47361, 0.65387], [-1.45580, 2.14429, -0.44250], [-1.90081, 1.07216, -1.40666], [0.98071, -0.60883, 2.69623], [-0.12214, 0.06439, 3.68901], [1.32355, 1.60581, 2.39040], [0.43669, 0.93207, 0.97781], [-0.69033, 2.54975, 3.36049], [-0.54675, 3.15953, 1.74275], [-2.83504, 2.07804, 2.71518], [-3.55681, 2.16181, 0.32140], [-2.54130, 3.55842, 0.77148], [-1.19792, 3.07137, -0.95047], [-0.60282, 1.87755, 0.21834], [-2.84431, 1.35499, -1.66151], [-1.36992, 1.18050, -2.26701], [-3.71735, -2.40547, 2.85559], [-2.30445, -2.10691, 2.61942], [-1.59651, -2.35827, 3.86745], [-1.75559, -2.99652, 1.58079], [-2.57554, -2.94241, 0.29089], [-2.91104, -4.13285, -0.34762], [-3.77058, -4.10826, -1.43819], [-4.31166, -2.89856, -1.84765], [-3.93921, -1.71679, -1.20430], [-3.03885, -1.67228, -0.13001], [-3.86315, -3.44092, 3.19697], [-4.29258, -2.24330, 1.94919], [-4.09747, -1.72986, 3.62419], [-1.83629, -3.34832, 4.28381], [-1.86990, -1.61085, 4.61646], [-0.51743, -2.32638, 3.71392], [-1.67007, -4.02558, 1.95582], [-0.78127, -2.59611, 1.29202], [-2.51861, -5.08047, 0.00933], [-4.03512, -5.02780, -1.94512], [-5.02434, -2.87714, -2.66440], [-4.40860, -0.79836, -1.55816], [3.44882, -1.46361, -4.95402], [2.32940, -2.09998, -4.42945], [1.62552, -1.50902, -3.38874], [2.03711, -0.28362, -2.87662], [3.16214, 0.34081, -3.38760], [3.86034, -0.24332, -4.43428], [1.13790, 0.38227, -1.10076], [1.59605, 2.42742, -1.31521], [1.16404, 2.97144, -2.52341], [0.83171, 4.31806, -2.63726], [0.89409, 5.14351, -1.52418], [1.37058, 4.63093, -0.32234], [1.71071, 3.29071, -0.22331], [2.75419, -0.13310, 0.16953], [2.63381, -1.28604, 0.94739], [3.57465, -1.58758, 1.92401], [4.63838, -0.72083, 2.14712], [4.76729, 0.42379, 1.37383], [3.82883, 0.71692, 0.39167], [4.00174, -1.91961, -5.76395], [2.00654, -3.05358, -4.82503], [0.75312, -2.01555, -2.98824], [3.50055, 1.29093, -2.98751], [4.73435, 0.25092, -4.83843], [1.05259, 2.33487, -3.39718], [0.46311, 4.70324, -3.57921], [0.55995, 6.17041, -1.58642], [1.42433, 5.26529, 0.55433], [2.07708, 2.91950, 0.72752], [1.82108, -1.98824, 0.77292], [3.47688, -2.49358, 2.50872], [5.37029, -0.94536, 2.91123], [5.60139, 1.09421, 1.53710], [3.94268, 1.62243, -0.19364]],
  "forces_ev_per_angstrom": [[-5.11, -8.47, 0.21], [1.29, 1.56, 0.41], [-0.16, 0.57, 0.82], [0.40, -0.57, 0.38], [0.96, 2.11, -0.29], [0.59, -0.08, 0.07], [-1.49, 1.78, -0.21], [0.16, 2.10, 0.11], [-0.14, -0.30, 0.15], [-0.21, -0.36, 0.02], [-0.08, 0.18, -0.10], [2.00, 1.41, 1.80], [-0.38, -0.20, 0.09], [0.10, -0.05, 0.05], [-0.13, -0.01, -0.09], [-0.03, -0.09, 0.16], [-0.19, -0.05, 0.07], [0.16, -0.04, 0.08], [-0.04, 1.53, -2.06], [-0.15, -0.50, -0.02], [0.02, -0.11, 0.02], [-0.16, 0.24, -0.03], [0.11, -0.34, 0.10], [0.11, 0.01, 0.09], [-0.67, 0.45, -0.76], [-0.39, 0.06, 0.31], [0.00, 0.13, 0.03], [-0.01, -0.01, -0.07], [0.01, 0.05, 0.06], [0.10, -0.20, -0.03], [0.17, -0.04, -0.13], [0.01, 0.02, -0.02], [0.01, -0.02, -0.01], [0.02, -0.05, 0.06], [0.01, 0.02, -0.03], [-0.01, 0.00, 0.00], [0.00, 0.00, -0.02], [0.24, 0.01, -0.10], [0.69, -0.26, 0.47], [-0.02, 0.00, 0.02], [-0.02, 0.00, 0.01], [0.00, 0.00, -0.01], [0.08, 0.04, -0.07], [-0.14, -0.05, 0.09], [0.12, 0.08, -0.06], [-0.08, -0.11, -0.18], [-0.21, -0.36, 0.06], [0.22, 0.20, -0.22], [0.03, 0.00, -0.03], [2.57, -0.72, -1.47], [-0.71, 0.50, -0.05], [-0.05, 0.16, -0.25], [-0.09, -0.03, 0.04], [0.03, -0.06, 0.02], [-0.12, 0.06, -0.01], [0.20, -0.06, 0.13], [-0.16, -0.06, 0.45], [0.11, -0.14, -0.06], [0.04, 0.04, 0.02], [-0.05, -0.06, -0.04], [0.05, 0.00, 0.00], [0.14, 0.08, 0.04], [0.00, -0.01, -0.01], [0.00, 0.00, -0.01], [0.00, 0.02, 0.01], [0.00, -0.05, 0.01], [0.00, 0.00, 0.00], [0.01, 0.00, 0.03], [0.08, 0.01, -0.02], [0.10, 0.04, -0.02], [0.11, 0.03, -0.04], [-0.06, -0.03, 0.01], [-0.03, 0.04, 0.02], [0.02, -0.01, -0.01], [0.00, 0.00, 0.01], [0.00, 0.00, -0.01], [0.01, -0.03, -0.01]],
  "lowdin_charge": [1.344, -0.049, -0.357, -0.160, -0.175, -0.146, -0.391, -0.084, 0.073, 0.101, 0.132, -0.101, 0.133, 0.112, 0.128, 0.127, 0.126, 0.121, -0.046, 0.097, 0.069, -0.085, -0.291, -0.134, -0.209, -0.321, -0.069, -0.105, -0.115, -0.182, -0.215, 0.098, 0.076, 0.087, 0.094, 0.085, 0.066, 0.126, 0.080, 0.103, 0.097, 0.093, 0.064, -0.066, -0.070, -0.130, -0.392, -0.127, -0.068, 1.587, -0.374, -0.141, -0.066, -0.070, -0.072, -0.140, -0.365, -0.157, -0.078, -0.068, -0.065, -0.118, 0.110, 0.110, 0.098, 0.099, 0.110, 0.102, 0.114, 0.111, 0.112, 0.092, 0.097, 0.112, 0.110, 0.111, 0.096],
  "e_above_lowest_kcal_mol": 99.92,
  "homo_ev": -9.1,
  "total_charge": 1,
  "orbital_gap_ev": 6.540
}